No. 1
Here is a 10-piece molecular cluster, C49H115N4O12 overall in a non-equilibrium geometry from the OMol25 dataset. Energies are from the ωB97M-V functional and the def2-TZVPD basis.

Its gap between HOMO and LUMO is 8.09 eV. The molecular weight comes out at 952.47 g/mol. The largest force on an atom is 0.03688 hartree/bohr. The net charge is +1. The value obtained for the electronic energy is -3057.57486 Eh. Its energy relative to the best compared isomer or geometry (same formula, charge and spin) is 0.0 kcal/mol.

```
180
C49H115N4O12, DFT the ωB97M-V functional and the def2-TZVPD basis
C 7.027 -1.491 -3.931
C 6.121 -0.259 -3.769
C 5.038 -0.129 -4.850
C 3.672 0.248 -4.282
C 3.649 1.593 -3.549
C 3.143 2.754 -4.419
N 2.187 3.602 -3.695
C 0.889 3.557 -3.796
N 0.327 2.731 -4.783
C -0.585 1.740 -4.183
C -1.261 0.917 -5.261
O -1.841 -0.218 -4.637
C -3.181 -0.319 -4.716
O -3.755 -1.368 -4.861
C -0.344 3.667 -5.726
C -1.391 4.494 -5.006
C -0.807 5.231 -3.805
C -1.934 5.809 -2.946
C -2.619 4.839 -1.982
C -4.074 5.242 -1.706
C -5.104 4.494 -2.577
C -5.921 3.438 -1.819
C -7.359 3.358 -2.328
O -7.994 2.125 -2.118
C -8.267 1.829 -0.753
N 0.058 4.288 -3.008
C 0.638 4.838 -1.775
C 1.206 3.711 -0.932
N 0.623 2.611 -0.696
H 6.769 -2.076 -4.807
H 8.072 -1.205 -3.998
H 6.958 -2.135 -3.058
H 6.740 0.636 -3.772
H 5.646 -0.289 -2.790
H 4.925 -1.081 -5.363
H 5.332 0.610 -5.596
H 2.913 0.229 -5.063
H 3.384 -0.528 -3.573
H 3.035 1.526 -2.652
H 4.651 1.833 -3.201
H 2.682 2.419 -5.337
H 3.961 3.420 -4.683
H 2.593 4.236 -3.023
H -1.355 2.183 -3.552
H 0.000 1.066 -3.560
H -0.557 0.594 -6.023
H -2.023 1.515 -5.766
H -3.701 0.632 -4.546
H 0.435 4.317 -6.130
H -0.752 3.130 -6.573
H -2.183 3.843 -4.639
H -1.845 5.194 -5.699
H -0.159 6.031 -4.172
H -2.689 6.121 -3.667
H -1.607 6.698 -2.411
H -2.078 4.806 -1.037
H -2.591 3.823 -2.376
H -4.171 6.318 -1.829
H -4.280 5.037 -0.658
H -4.553 3.985 -3.367
H -5.782 5.210 -3.034
H -5.484 2.449 -1.950
H -5.906 3.670 -0.757
H -7.353 3.512 -3.405
H -7.947 4.160 -1.869
H -8.097 2.698 -0.117
H -9.309 1.546 -0.649
H -7.649 1.004 -0.411
H -0.157 5.321 -1.221
H 1.406 5.590 -1.971
H 2.205 3.841 -0.521
H -0.309 2.572 -1.116
C -7.942 -2.355 2.117
C -8.766 -1.113 2.413
C -9.895 -1.405 3.389
O -9.277 -0.544 1.205
H -8.568 -3.123 1.655
H -7.135 -2.120 1.424
H -7.509 -2.771 3.028
H -8.119 -0.340 2.830
H -10.578 -2.145 2.964
H -10.468 -0.500 3.593
H -9.513 -1.796 4.332
H -9.863 -1.193 0.802
C 3.020 1.532 1.419
C 3.713 2.128 2.630
C 2.901 1.871 3.887
O 3.942 3.531 2.445
H 2.047 1.998 1.267
H 3.614 1.697 0.515
H 2.869 0.460 1.547
H 4.706 1.691 2.742
H 1.917 2.343 3.805
H 3.400 2.295 4.760
H 2.753 0.801 4.047
H 3.077 3.948 2.379
C 1.861 -3.622 4.049
C 1.466 -2.764 2.859
C 1.646 -3.504 1.542
O 2.231 -1.551 2.867
H 2.914 -3.908 3.980
H 1.735 -3.075 4.979
H 1.264 -4.535 4.094
H 0.428 -2.447 2.973
H 2.695 -3.771 1.398
H 1.355 -2.878 0.698
H 1.053 -4.420 1.516
H 3.153 -1.809 2.761
C -0.800 0.416 6.372
C -0.680 1.787 5.727
C 0.341 2.661 6.440
O -1.951 2.436 5.670
H -1.138 0.514 7.407
H -1.529 -0.195 5.838
H 0.157 -0.107 6.373
H -0.384 1.666 4.683
H 0.043 2.836 7.477
H 0.419 3.633 5.952
H 1.326 2.192 6.442
H -2.256 2.562 6.575
C -4.846 3.678 -9.240
C -3.568 4.126 -8.555
C -2.330 3.629 -9.285
O -3.556 3.695 -7.184
H -4.903 2.586 -9.258
H -5.719 4.051 -8.705
H -4.890 4.037 -10.268
H -3.546 5.215 -8.503
H -2.316 2.535 -9.304
H -1.421 3.972 -8.787
H -2.308 3.985 -10.314
H -3.601 2.733 -7.199
C 2.797 -0.876 8.140
C 2.589 -2.378 8.264
C 3.268 -2.936 9.503
O 3.051 -3.042 7.085
H 3.863 -0.650 8.054
H 2.301 -0.493 7.247
H 2.407 -0.348 9.011
H 1.520 -2.594 8.303
H 4.347 -2.769 9.461
H 3.101 -4.011 9.576
H 2.893 -2.464 10.411
H 3.996 -2.874 7.010
C 4.189 -6.456 -2.166
C 3.091 -5.700 -1.434
C 1.871 -5.515 -2.319
O 3.597 -4.455 -0.941
H 4.516 -5.889 -3.043
H 5.054 -6.600 -1.518
H 3.840 -7.432 -2.503
H 2.806 -6.254 -0.539
H 2.132 -4.929 -3.207
H 1.083 -4.982 -1.785
H 1.475 -6.477 -2.639
H 3.870 -3.931 -1.700
C -2.877 -6.201 -1.876
C -1.694 -6.531 -2.771
C -2.138 -7.069 -4.122
O -0.817 -7.460 -2.131
H -3.466 -7.101 -1.682
H -2.531 -5.814 -0.918
H -3.529 -5.460 -2.340
H -1.092 -5.633 -2.917
H -2.702 -7.996 -3.989
H -1.274 -7.290 -4.748
H -2.772 -6.354 -4.644
H -1.312 -8.276 -2.001
C 7.723 -3.655 9.556
C 7.517 -3.148 10.976
C 8.395 -3.891 11.970
O 6.142 -3.238 11.348
H 7.453 -4.712 9.490
H 7.093 -3.103 8.858
H 8.763 -3.548 9.243
H 7.746 -2.083 11.016
H 8.145 -4.955 11.972
H 8.238 -3.508 12.978
H 9.452 -3.790 11.720
H 5.893 -4.168 11.331
```



No. 2
Here is C5H12OS2 as an isolated structure in a non-equilibrium geometry from the OMol25 dataset. Energies are from the ωB97M-V functional and the def2-TZVPD basis.

Its gap between HOMO and LUMO is 4.32 eV. The molecular weight comes out at 152.28 g/mol. The largest force on an atom is 0.08517 hartree/bohr. The value obtained for the electronic energy is -1069.05487 Eh. Its energy relative to the best compared isomer or geometry (same formula, charge and spin) is 166.5 kcal/mol.

```
20
C5H12OS2, DFT the ωB97M-V functional and the def2-TZVPD basis
C -1.802 0.668 -0.560
C -3.245 0.934 -0.164
O -3.068 1.462 1.355
C -1.156 -0.322 0.416
S 0.122 -1.379 -0.215
S 4.075 1.104 -0.093
C 2.885 -0.110 -0.327
C 3.381 -1.505 0.096
H -1.840 0.342 -1.601
H -1.186 1.567 -0.493
H -3.177 2.097 0.617
H -3.816 1.416 -0.962
H -3.748 0.018 0.107
H -0.645 0.287 1.173
H -1.873 -0.848 1.053
H 2.549 -0.318 -1.341
H 1.903 0.141 0.237
H 3.539 -1.555 1.175
H 4.369 -1.651 -0.329
H 2.735 -2.349 -0.144
```



No. 3
Here is the molecule C10H13NO3 in a non-equilibrium geometry from the OMol25 dataset. Energies are from the ωB97M-V functional and the def2-TZVPD basis.

Its gap between HOMO and LUMO is 8.66 eV. The SMILES is CNC[C@H]1OCc2c1ccc(O)c2O. The molecular weight comes out at 195.22 g/mol. The largest force on an atom is 0.10137 hartree/bohr. The value obtained for the electronic energy is -669.18938 Eh. Its energy relative to the best compared isomer or geometry (same formula, charge and spin) is 103.3 kcal/mol.

```
27
C10H13NO3, DFT the ωB97M-V functional and the def2-TZVPD basis
C -2.620 0.317 1.577
N -2.255 -0.943 0.844
C -2.449 -0.763 -0.546
C -1.293 0.131 -1.067
O -1.259 1.612 -0.888
C -0.014 2.035 -0.437
C 0.893 0.774 -0.432
C 0.196 -0.388 -0.738
C 0.829 -1.645 -0.716
C 2.104 -1.666 -0.301
C 2.880 -0.500 0.160
O 4.230 -0.488 0.374
C 2.188 0.699 0.022
O 2.966 1.883 0.237
H -2.321 0.338 2.741
H -3.654 0.620 1.252
H -1.905 1.232 1.150
H -2.979 -1.699 1.066
H -2.288 -1.777 -1.145
H -3.437 -0.376 -1.073
H -1.349 0.205 -2.108
H 0.239 2.931 -1.009
H 0.024 2.444 0.691
H 0.170 -2.527 -0.912
H 2.763 -2.599 -0.393
H 4.583 -1.424 0.893
H 3.758 1.573 0.760
```



No. 4
Here is a 7-piece molecular cluster, C30H74BO6S6 overall in a non-equilibrium geometry from the OMol25 dataset. Energies are from the ωB97M-V functional and the def2-TZVPD basis.

Its gap between HOMO and LUMO is 5.64 eV. The molecular weight comes out at 734.13 g/mol. The largest force on an atom is 0.02538 hartree/bohr. The net charge is -1. The value obtained for the electronic energy is -4052.66105 Eh.

```
117
C30H74BO6S6, DFT the ωB97M-V functional and the def2-TZVPD basis
C 2.891 0.329 4.641
C 1.754 -0.071 4.053
B 1.553 -0.907 2.622
C 2.892 -1.868 2.520
C 3.027 -2.845 1.338
C 3.267 -2.217 -0.033
C 3.485 -3.291 -1.117
C 4.926 -3.799 -1.196
C 5.938 -2.707 -1.586
C 1.443 0.259 1.425
C 0.477 1.374 1.893
C 2.781 0.950 1.123
C 2.703 1.783 -0.167
C 4.075 2.156 -0.737
C 0.091 -1.732 2.784
C 0.176 -3.234 3.125
C -0.906 -1.588 1.617
C -0.529 -2.268 0.286
C -0.831 -1.358 -0.934
H 2.958 0.412 5.727
H 3.782 0.626 4.095
H 0.850 0.188 4.623
H 3.815 -1.273 2.545
H 2.940 -2.478 3.430
H 3.898 -3.493 1.525
H 2.173 -3.524 1.259
H 2.416 -1.611 -0.350
H 4.150 -1.572 -0.013
H 3.177 -2.913 -2.097
H 2.847 -4.143 -0.862
H 4.958 -4.593 -1.948
H 5.201 -4.267 -0.249
H 6.531 -2.391 -0.728
H 6.607 -3.035 -2.383
H 5.414 -1.819 -1.947
H 1.068 -0.150 0.483
H 1.027 2.176 2.391
H 0.020 1.841 1.004
H -0.355 0.994 2.486
H 3.020 1.661 1.919
H 3.595 0.237 0.994
H 2.158 2.700 0.081
H 2.152 1.238 -0.941
H 4.559 2.945 -0.158
H 4.723 1.275 -0.731
H 3.995 2.477 -1.780
H -0.430 -1.295 3.649
H -0.766 -3.535 3.599
H 0.254 -3.869 2.242
H 0.968 -3.462 3.841
H -1.155 -0.550 1.401
H -1.856 -2.047 1.941
H 0.521 -2.549 0.216
H -1.128 -3.167 0.121
H 0.080 -0.900 -1.327
H -1.331 -1.906 -1.733
H -1.506 -0.545 -0.668
C -3.833 0.864 -4.103
S -4.559 -0.496 -3.180
O -3.717 -0.679 -1.969
C -4.091 -1.777 -4.342
H -3.970 1.775 -3.523
H -2.769 0.672 -4.240
H -4.337 0.955 -5.066
H -3.008 -1.768 -4.466
H -4.583 -1.607 -5.296
H -4.408 -2.732 -3.924
C 0.929 4.111 -3.452
S -0.443 3.954 -2.303
O -1.618 4.609 -2.948
C 0.206 5.102 -1.085
H 0.706 3.490 -4.317
H 1.029 5.153 -3.755
H 1.840 3.757 -2.968
H 0.352 6.076 -1.552
H 1.144 4.716 -0.683
H -0.525 5.175 -0.283
C 1.551 4.809 4.715
S 1.166 5.463 3.098
O 2.329 5.155 2.220
C 1.295 7.198 3.554
H 1.561 3.720 4.642
H 2.537 5.163 5.019
H 0.784 5.122 5.419
H 2.291 7.390 3.954
H 0.528 7.426 4.294
H 1.134 7.791 2.655
C -2.252 3.625 3.777
S -2.581 4.836 5.060
O -1.285 5.096 5.747
C -3.518 3.744 6.133
H -1.627 4.101 3.024
H -1.724 2.772 4.204
H -3.194 3.309 3.329
H -2.902 2.884 6.397
H -4.424 3.425 5.618
H -3.780 4.304 7.028
C -4.079 -3.874 0.364
S -4.189 -4.676 1.967
O -2.810 -5.055 2.354
C -4.996 -6.170 1.363
H -3.564 -2.922 0.484
H -3.507 -4.513 -0.310
H -5.077 -3.700 -0.040
H -4.366 -6.639 0.607
H -5.971 -5.913 0.947
H -5.123 -6.842 2.209
C -1.896 -3.071 -8.273
S -2.940 -1.619 -8.427
O -4.002 -1.749 -7.395
C -3.685 -2.076 -9.997
H -1.374 -3.000 -7.321
H -2.518 -3.966 -8.289
H -1.173 -3.086 -9.088
H -4.181 -3.041 -9.894
H -2.913 -2.118 -10.765
H -4.413 -1.309 -10.249
```



No. 5
Here is the molecule C6H9NO in a non-equilibrium geometry from the OMol25 dataset. Energies are from the ωB97M-V functional and the def2-TZVPD basis.

Its gap between HOMO and LUMO is 8.95 eV. The SMILES is O[C@@H]1[C@H]2C=CCN[C@H]12. The molecular weight comes out at 111.14 g/mol. The largest force on an atom is 0.13070 hartree/bohr. The value obtained for the electronic energy is -363.77697 Eh. Its energy relative to the best compared isomer or geometry (same formula, charge and spin) is 155.2 kcal/mol.

```
17
C6H9NO, DFT the ωB97M-V functional and the def2-TZVPD basis
O -2.991 -0.136 -0.539
C -1.977 0.206 0.389
C -0.549 0.667 -0.298
C 0.601 1.498 0.105
C 1.747 0.713 -0.248
C 1.504 -0.845 -0.436
N 0.271 -1.382 0.227
C -0.594 -0.363 0.775
H -2.560 -0.368 -1.568
H -2.531 0.711 1.121
H -0.483 0.140 -1.242
H 0.591 2.532 0.634
H 2.697 1.012 -0.141
H 1.283 -0.960 -1.661
H 2.618 -1.290 -0.112
H 0.696 -1.929 1.087
H -0.325 -0.207 1.907
```



No. 6
Here is C39H49ClF10N8OPSTi as an isolated structure from the OMol25 dataset. Energies are from the ωB97M-V functional and the def2-TZVPD basis.

Its gap between HOMO and LUMO is 6.95 eV. The molecular weight comes out at 982.22 g/mol. The largest force on an atom is 0.01102 hartree/bohr. The net charge is +1. The value obtained for the electronic energy is -5076.56061 Eh. Its energy relative to the best compared isomer or geometry (same formula, charge and spin) is 12.8 kcal/mol.

```
111
C39H49ClF10N8OPSTi, DFT the ωB97M-V functional and the def2-TZVPD basis
Ti -0.605 -0.333 1.156
C -1.960 -2.534 2.887
N -1.674 -2.207 1.470
C -2.935 -1.965 0.751
C -3.555 -0.723 1.363
N -2.452 0.179 1.694
C -2.763 1.411 2.246
C -1.730 2.326 2.412
F -0.496 1.953 1.970
C -1.871 3.592 2.923
F -0.811 4.399 3.015
C -3.124 4.022 3.319
F -3.296 5.237 3.830
C -4.192 3.155 3.172
F -5.408 3.544 3.537
C -4.017 1.884 2.644
F -5.121 1.134 2.517
C -0.848 -3.285 0.885
C 0.532 -3.174 1.506
N 0.846 -1.753 1.577
C 2.144 -1.380 1.667
C 3.270 -2.147 2.019
F 3.140 -3.439 2.355
C 4.542 -1.604 2.074
F 5.561 -2.378 2.429
C 4.778 -0.266 1.789
F 6.008 0.242 1.859
C 3.699 0.529 1.447
F 3.858 1.820 1.152
C 2.449 -0.046 1.407
F 1.377 0.737 1.037
H -2.571 -3.441 2.919
H -2.481 -1.714 3.368
H -1.031 -2.705 3.420
H -3.610 -2.822 0.845
H -2.696 -1.825 -0.307
H -4.141 -0.983 2.247
H -4.248 -0.273 0.650
H -0.789 -3.110 -0.187
H -1.309 -4.260 1.074
H 1.240 -3.716 0.878
H 0.565 -3.652 2.490
Cl -4.280 5.878 -0.280
C -3.331 4.435 -0.444
C -3.961 3.226 -0.697
C -3.197 2.073 -0.780
C -1.814 2.096 -0.599
C -1.018 0.844 -0.604
C -1.206 3.338 -0.412
C -1.953 4.503 -0.328
H -5.035 3.193 -0.822
H -3.690 1.130 -0.987
H -0.028 1.022 -1.021
H -1.500 0.069 -1.202
H -0.128 3.393 -0.304
H -1.473 5.459 -0.165
C 0.169 3.282 6.219
N -0.176 2.063 5.493
C 0.508 1.347 4.599
S -0.201 -0.128 4.047
N 1.704 1.701 4.133
C 2.509 2.899 4.343
H -0.728 3.603 6.743
H 0.462 4.081 5.545
H 0.948 3.106 6.959
H -1.060 1.637 5.718
H 2.088 1.008 3.509
H 2.663 3.109 5.398
H 2.071 3.767 3.850
H 3.482 2.710 3.899
O 0.364 -1.356 -0.987
P 0.723 -1.442 -2.440
N 2.268 -0.936 -2.658
C 2.944 -1.087 -3.961
C 4.159 -0.157 -3.869
C 3.751 0.879 -2.823
C 2.983 0.034 -1.817
N 0.563 -2.987 -2.984
C 0.449 -3.381 -4.404
C 1.384 -4.578 -4.535
C 1.251 -5.248 -3.172
C 1.208 -4.066 -2.206
N -0.214 -0.575 -3.476
C -1.640 -0.872 -3.675
C -2.070 0.177 -4.692
C -1.273 1.402 -4.251
C 0.085 0.823 -3.849
H 2.278 -0.795 -4.778
H 3.242 -2.124 -4.127
H 4.414 0.277 -4.834
H 5.028 -0.716 -3.516
H 3.090 1.628 -3.264
H 4.600 1.395 -2.376
H 2.293 0.603 -1.195
H 3.680 -0.489 -1.153
H 0.702 -2.555 -5.066
H -0.579 -3.682 -4.625
H 2.411 -4.242 -4.693
H 1.111 -5.227 -5.365
H 2.059 -5.939 -2.941
H 0.310 -5.800 -3.123
H 2.218 -3.766 -1.902
H 0.638 -4.290 -1.307
H -2.207 -0.746 -2.742
H -1.786 -1.895 -4.016
H -3.146 0.339 -4.696
H -1.768 -0.136 -5.694
H -1.748 1.866 -3.383
H -1.181 2.160 -5.026
H 0.520 1.382 -3.018
H 0.796 0.849 -4.680
```



No. 7
Here is a 2-piece molecular cluster, C11H15N overall in a non-equilibrium geometry from the OMol25 dataset. Energies are from the ωB97M-V functional and the def2-TZVPD basis.

Its gap between HOMO and LUMO is 8.90 eV. The SMILES is Cc1c[nH]c2ccccc12.CC. The molecular weight comes out at 161.25 g/mol. The largest force on an atom is 0.06219 hartree/bohr. The value obtained for the electronic energy is -482.85707 Eh. Its energy relative to the best compared isomer or geometry (same formula, charge and spin) is 36.5 kcal/mol.

```
27
C11H15N, DFT the ωB97M-V functional and the def2-TZVPD basis
C -2.118 2.728 -0.675
C -1.549 1.647 -1.520
C -1.014 1.640 -2.785
N -0.469 0.342 -3.001
C -0.332 -0.329 -1.793
C 0.457 -1.478 -1.548
C 0.726 -1.629 -0.211
C 0.080 -0.858 0.791
C -0.857 0.085 0.451
C -1.082 0.461 -0.875
H -1.759 2.688 0.370
H -3.209 2.649 -0.733
H -1.687 3.686 -0.993
H -1.250 2.067 -3.741
H 0.002 -0.058 -3.792
H 0.883 -2.043 -2.364
H 1.411 -2.394 0.188
H 0.259 -1.033 1.847
H -1.357 0.628 1.242
C 2.215 -0.623 3.927
C 2.669 -1.824 4.814
H 2.276 0.391 4.325
H 2.893 -0.547 3.071
H 1.201 -0.873 3.607
H 3.651 -2.117 4.481
H 2.089 -2.705 4.383
H 2.576 -1.793 5.889
```